{
  "formula": "C28H48BBr3CaF6LiNO14PS2",
  "method": "ωB97M-V/def2-TZVPD",
  "total_energy_ev": -336674.026,
  "e_homo_ev": -7.91,
  "gap_ev": 1.00,
  "total_charge": 1,
  "elements": ["C", "C", "O", "P", "O", "C", "C", "C", "C", "C", "C", "C", "C", "N", "O", "C", "C", "H", "H", "H", "H", "H", "H", "H", "H", "H", "H", "H", "H", "H", "H", "H", "H", "H", "H", "H", "H", "H", "H", "H", "H", "H", "C", "S", "O", "C", "H", "H", "H", "H", "H", "H", "C", "Br", "Br", "Br", "H", "B", "F", "F", "F", "F", "F", "C", "C", "C", "C", "C", "C", "H", "H", "H", "H", "H", "Li", "C", "C", "O", "C", "O", "O", "C", "H", "H", "H", "H", "H", "H", "H", "H", "O", "S", "O", "O", "O", "C", "C", "O", "C", "O", "O", "F", "H", "H", "H", "Ca"],
  "positions_angstrom": [[-4.23501, 0.02279, -1.55431], [-3.90079, -1.05954, -0.53401], [-3.27809, -0.55277, 0.66244], [-1.89942, 0.26858, 0.63470], [-2.11586, 1.71448, 0.76037], [-0.90238, -0.17021, -0.81316], [-0.68640, 1.05635, -1.73366], [-0.61131, 0.73137, -3.21055], [0.01277, 1.71121, -4.19258], [-0.07216, 0.84388, -5.47469], [0.27921, -0.49344, -4.94297], [0.86746, -1.63598, -5.68859], [-0.04995, -2.87359, -5.61418], [0.02609, -0.54393, -3.66908], [-1.16182, -0.30699, 1.91823], [-0.93019, -1.72031, 2.06289], [0.53659, -2.08632, 1.82566], [-3.50739, 0.04590, -2.36638], [-5.19047, -0.21756, -2.02143], [-4.29900, 0.99714, -1.07286], [-4.82644, -1.52273, -0.19177], [-3.31276, -1.87322, -0.96580], [0.06772, -0.49607, -0.43138], [-1.32292, -1.02669, -1.34964], [-1.45924, 1.80176, -1.56225], [0.25987, 1.51767, -1.44305], [-1.65184, 0.65753, -3.56321], [1.02221, 2.07289, -4.00776], [-0.71579, 2.50851, -4.33064], [-1.06948, 0.93031, -5.91601], [0.66730, 1.19359, -6.19514], [1.80495, -1.87733, -5.17848], [1.05879, -1.34741, -6.71880], [0.07861, -3.40709, -4.67120], [0.15810, -3.55332, -6.43725], [-1.10188, -2.58686, -5.67089], [0.24235, -1.35732, -3.10951], [-1.58346, -2.29907, 1.40628], [-1.22415, -1.99058, 3.07587], [0.62602, -2.76376, 0.97336], [0.96814, -2.60322, 2.67992], [1.12278, -1.19947, 1.58537], [-5.45288, -1.65795, 5.53308], [-4.70869, -1.83790, 3.94044], [-3.37050, -2.38725, 4.44011], [-4.43588, -0.12433, 3.57135], [-5.61908, -2.65165, 5.94656], [-4.66748, -1.12929, 6.07787], [-6.38288, -1.09543, 5.58320], [-3.89109, 0.33911, 4.39593], [-5.39523, 0.37224, 3.42179], [-3.84877, -0.06603, 2.65554], [-0.19944, 4.95951, 1.71381], [-0.58396, 6.43170, 0.55637], [0.65694, 3.52313, 0.77067], [0.83681, 5.47759, 3.24399], [-1.14058, 4.58025, 2.08461], [1.21573, 4.60215, -5.82469], [0.68208, 3.45877, -6.52394], [0.14480, 5.38531, -5.38231], [1.90696, 4.07723, -4.69146], [2.07511, 5.31143, -6.63868], [2.46416, 1.22408, -7.77228], [2.76225, 0.27852, -8.68175], [3.59091, -0.76370, -8.31286], [3.88649, -1.74073, -9.25462], [3.36219, -1.65918, -10.53679], [2.53539, -0.59710, -10.87978], [2.22431, 0.38352, -9.94895], [3.99869, -0.79692, -7.31089], [4.53342, -2.56520, -8.98490], [3.60049, -2.41895, -11.26848], [2.13098, -0.52741, -11.88068], [1.58121, 1.21890, -10.18975], [-3.05836, -1.93001, 6.13649], [2.50850, 1.15043, 3.29141], [3.08808, 2.39687, 3.92534], [3.48197, 2.16485, 5.29082], [4.61534, 1.48692, 5.45118], [5.32883, 1.07326, 4.57385], [4.83313, 1.34442, 6.75833], [6.00151, 0.58486, 7.08469], [1.68122, 0.76895, 3.89411], [2.13860, 1.38219, 2.29294], [3.26402, 0.36882, 3.21467], [2.34095, 3.18580, 3.98373], [3.93487, 2.77718, 3.35558], [6.87920, 0.99337, 6.58992], [5.86900, -0.45720, 6.79786], [6.11180, 0.66149, 8.16173], [2.46702, 8.73330, 3.37653], [1.77231, 9.04996, 4.62571], [0.32529, 8.96983, 4.43512], [2.08406, 10.41335, 5.05166], [2.20415, 8.08244, 5.63140], [-1.25358, -6.94633, 5.84323], [-2.54116, -7.23925, 6.58152], [-2.67665, -6.04964, 7.42921], [-2.03802, -5.06239, 6.76540], [-2.19270, -3.88433, 7.05642], [-1.28907, -5.50049, 5.78624], [-2.47278, -8.31503, 7.36558], [-0.38046, -7.26610, 6.41099], [-1.22027, -7.35938, 4.84131], [-3.42429, -7.30843, 5.94705], [-1.56570, -4.38327, 9.24363]],
  "lowdin_charge": [-0.048, -0.249, -0.251, 0.472, -0.268, -0.181, -0.164, -0.265, -0.079, -0.058, -0.171, -0.135, -0.067, 0.189, -0.204, -0.256, -0.056, 0.060, 0.086, 0.093, 0.117, 0.109, 0.091, 0.084, 0.115, 0.095, 0.143, 0.132, 0.143, 0.161, 0.112, 0.137, 0.115, 0.072, 0.084, 0.082, 0.167, 0.111, 0.092, 0.073, 0.077, 0.071, -0.259, 0.915, -0.653, -0.217, 0.072, 0.023, 0.087, 0.078, 0.085, 0.029, -1.626, 0.631, 0.637, 0.656, -0.030, -1.233, 0.043, 0.094, 0.053, 0.127, 0.066, -0.295, -0.034, -0.088, -0.096, -0.077, -0.005, 0.115, 0.103, 0.102, 0.107, 0.125, 0.546, -0.078, -0.209, 0.040, -0.615, 0.122, 0.004, -0.037, 0.079, 0.031, 0.074, 0.056, 0.132, 0.097, 0.095, 0.093, -0.123, 0.254, -0.131, -0.108, -0.140, -0.001, -0.271, -0.013, -0.727, -0.180, 0.101, 0.117, 0.153, 0.152, 0.182, 0.944]
}